Below is an isolated ion of composition C5H11N2O2S and charge +1 in a non-equilibrium geometry, with properties calculated with ωB97M-V/def2-TZVPD.

```
21
Properties=species:S:1:pos:R:3:forces:R:3
C -0.027 0.029 0.731 -3.2691 3.9220 -2.6176
C -0.855 1.218 -0.313 0.5350 -2.7664 2.0730
C -0.796 -0.204 1.959 -0.1932 -0.5691 1.5739
C 1.450 0.069 -1.097 2.8349 -0.9396 -1.7559
C 1.831 -1.552 0.705 -0.3610 -0.5290 1.3876
N -1.571 0.773 -1.303 0.4429 0.5393 -0.7231
N 0.999 -0.429 0.162 1.5764 -1.2868 1.5845
O -1.376 -0.551 -1.552 1.5140 -0.9631 1.3538
O -2.263 1.415 -2.122 0.1013 -0.2246 0.7676
S -1.155 2.758 0.323 -0.1741 1.6619 0.1879
H -0.827 -1.255 2.256 0.1046 -0.1844 -0.3158
H -0.478 0.279 2.931 0.2011 0.0068 -1.3856
H -1.825 0.125 1.778 0.2862 -0.0736 0.0647
H 0.976 -0.617 -1.885 1.4829 0.9521 0.8104
H 1.143 1.056 -1.275 -0.8073 1.1781 -0.1100
H 2.633 0.214 -1.026 -2.5176 -1.1039 -0.5831
H 2.444 -1.358 1.602 -0.4850 0.8208 -0.3963
H 1.188 -2.366 0.998 -0.5893 -0.1351 0.1041
H 2.504 -2.001 0.008 0.1915 0.4083 -1.0389
H -1.979 -0.806 -2.219 -1.4328 -0.1159 -1.5053
H -2.018 3.206 -0.661 0.5586 -0.5978 0.5241
```
Positions in Å, forces in eV/Å.

For the HOMO energy, the calculation gives -12.2 eV. The LUMO energy is -0.163 Ha. Its net charge is +1.

=====

Below is one molecule with the formula C3H6O, with properties calculated with ωB97M-V/def2-TZVPD.

```
10
Properties=species:S:1:pos:R:3:forces:R:3
C 0.470 -1.270 -1.037 0.1060 -0.3167 -0.4656
C 0.603 0.351 0.553 -0.6815 0.0211 0.0154
O -0.025 -0.757 0.194 0.0490 0.5941 -0.2100
C -0.494 1.246 1.039 0.0676 0.1095 0.2748
H -0.092 -2.180 -1.237 0.2086 -0.0825 -0.0220
H 0.212 -0.513 -1.781 0.1671 -0.3815 -0.1970
H 1.552 -1.417 -1.030 -0.1115 -0.0651 0.1510
H -0.422 2.084 0.323 -0.0319 -0.0834 0.2204
H -1.488 0.788 0.947 0.1661 0.1147 0.2266
H -0.317 1.668 2.028 0.0604 0.0898 0.0063
```
Positions in Å, forces in eV/Å.

For the HOMO energy, the calculation gives -8.4 eV. The LUMO energy is 0.033 Ha. Its net charge is 0.

=====

Below is a 3-piece molecular cluster, C6H15NO2 overall, with properties calculated with ωB97M-V/def2-TZVPD.

```
24
Properties=species:S:1:pos:R:3:forces:R:3
C -0.365 0.142 -0.443 0.5000 -0.0070 0.1465
C -0.381 0.332 2.007 0.0487 -0.0716 0.9243
C 0.976 0.122 -0.125 -0.7227 0.3223 -0.0571
C -1.206 -1.099 -0.515 0.0986 0.0959 0.0347
C -1.049 1.449 -0.725 0.0852 -0.1023 0.0017
C 0.728 -0.063 -2.521 0.1075 -0.0582 -0.6058
N 1.691 -0.948 0.280 0.1494 -0.3371 0.0587
O -0.246 -1.023 2.395 -0.0153 0.2335 -0.0179
O 0.457 1.172 2.769 -0.1454 -0.2515 -0.3150
H -0.351 -1.103 3.359 0.0129 0.1071 -0.1933
H 1.369 0.920 2.584 -0.0297 0.0027 0.0224
H -1.400 0.702 2.158 0.0209 -0.0255 -0.1237
H 1.515 1.059 -0.177 0.0013 0.0285 -0.0232
H 2.646 -0.803 0.557 -0.0724 -0.0007 -0.0188
H 1.200 -1.674 0.782 0.0348 0.0641 -0.0440
H -1.847 -1.183 0.363 -0.0336 -0.0108 -0.0042
H -0.602 -2.004 -0.581 0.0268 0.0111 0.0081
H -1.840 -1.055 -1.403 -0.0055 0.0087 0.0125
H -0.359 2.291 -0.665 0.0166 -0.0308 0.0045
H -1.846 1.616 0.002 -0.0154 0.0081 -0.0105
H -1.498 1.440 -1.719 -0.0082 -0.0043 0.0019
H -0.204 -0.072 -3.078 -0.0328 0.0076 0.0513
H 1.256 -1.011 -2.542 -0.0104 -0.0003 0.0803
H 1.354 0.792 -2.764 -0.0114 0.0106 0.0666
```
Positions in Å, forces in eV/Å.

For the HOMO energy (spin up / spin down), the calculation gives -6.5 / -6.0 eV. The LUMO energy (spin up / spin down) is 0.022 / 0.022 Ha. Its net charge is 0.